# 1
Computed, not measured: a structure of composition C4H4GdO5 in a non-equilibrium geometry, with ωB97M-V with the def2-TZVPD basis set.

Geometry (Å):
1 Gd 2.128 1.198 0.266
2 O -1.875 0.302 1.098
3 O -0.097 -0.837 0.230
4 O 1.848 -2.312 -0.254
5 O -0.209 1.444 0.061
6 O -1.667 0.181 -1.118
7 C 1.450 -1.168 -0.363
8 C -2.917 -0.566 0.704
9 C -2.764 -0.658 -0.830
10 C -0.894 0.329 0.068
11 H -2.812 -1.553 1.180
12 H -3.643 -0.282 -1.369
13 H -2.559 -1.690 -1.154
14 H -3.872 -0.120 1.010

For the HOMO-LUMO gap (alpha / beta), the calculation gives 0.2200 / 0.2265 Ha. The molecular weight comes out at 289.3 g/mol. As for the net charge: 0. As for the spin multiplicity: 9. The calculation puts the energy relative to the best compared isomer or geometry (same formula, charge and spin) at 192.3 kJ/mol. The calculation puts the HOMO energy (alpha / beta) at -6.53 / -9.20 eV.

***

# 2
Computed, not measured: the molecule C7H12, with ωB97M-V with the def2-TZVPD basis set.

Geometry (Å):
1 C 1.853 0.951 0.365
2 C 0.107 -1.129 -1.007
3 C -1.275 0.683 -0.313
4 C 1.056 1.260 -0.654
5 C -0.358 -1.406 0.450
6 C -0.910 -0.060 0.973
7 C -0.046 0.390 -1.209
8 H 1.120 -1.488 -1.214
9 H -0.559 -1.639 -1.716
10 H -1.469 1.754 -0.183
11 H 1.916 -0.058 0.765
12 H -2.167 0.210 -0.739
13 H -0.108 0.492 1.480
14 H -1.743 -0.164 1.673
15 H 2.452 1.701 0.870
16 H 0.467 -1.763 1.074
17 H -1.123 -2.191 0.468
18 H 1.053 2.288 -1.015
19 H -0.229 0.638 -2.262

For the HOMO-LUMO gap, the calculation gives 0.3915 Ha. The molecular weight comes out at 96.2 g/mol. As for the net charge: 0. The calculation puts the energy relative to the best compared isomer or geometry (same formula, charge and spin) at 51.1 kJ/mol. The calculation puts the HOMO energy at -9.48 eV.

***

# 3
Computed, not measured: the molecule C10H11N3O2 in a non-equilibrium geometry, with ωB97M-V with the def2-TZVPD basis set.

Geometry (Å):
1 O 1.517 -0.734 0.877
2 O 0.714 2.238 1.903
3 N -1.647 -0.513 -0.341
4 N -0.443 2.197 -0.140
5 N -1.281 -1.863 1.354
6 C -1.139 -1.719 -0.889
7 C -1.059 1.605 -1.330
8 C -1.844 -0.721 1.020
9 C -2.160 0.761 -1.059
10 C 2.263 -1.470 -0.061
11 C -0.876 -2.520 0.255
12 C 2.609 -0.694 -1.207
13 C 0.561 1.732 0.815
14 C 1.896 0.456 -1.009
15 C 1.331 0.564 0.210
16 H -0.835 -1.767 -1.941
17 H -2.236 -0.042 1.687
18 H -0.161 1.148 -1.893
19 H 3.343 -0.877 -1.895
20 H 2.686 -2.499 0.140
21 H -0.094 -3.283 0.200
22 H -1.176 2.698 0.485
23 H -2.807 1.198 -0.228
24 H -2.903 0.688 -1.863
25 H 1.887 1.487 -1.595
26 H -1.447 2.497 -1.923

For the HOMO-LUMO gap, the calculation gives 0.3338 Ha. The molecular weight comes out at 205.2 g/mol. As for the net charge: 0. The calculation puts the energy relative to the best compared isomer or geometry (same formula, charge and spin) at 363.7 kJ/mol. The calculation puts the HOMO energy at -8.51 eV.

***

# 4
Computed, not measured: a structure of composition C36H90F4FeNO28P6S2 in a non-equilibrium geometry, with ωB97M-V with the def2-TZVPD basis set.

Geometry (Å):
1 Fe -0.642 3.370 -1.411
2 S -1.105 0.305 -0.764
3 S 0.447 1.122 0.868
4 P 2.800 3.729 -2.002
5 P -3.203 -0.246 -7.713
6 P -4.510 -5.556 1.516
7 P 4.045 1.637 3.706
8 P -3.952 3.853 -0.416
9 P 4.328 -4.227 3.132
10 F 1.647 2.143 0.580
11 F -0.261 4.522 0.203
12 F -0.987 2.618 -3.186
13 F -2.432 0.910 -1.452
14 O -5.278 3.988 -1.379
15 O 5.026 0.857 2.853
16 O 1.083 -0.205 0.851
17 O -2.525 -0.758 -6.362
18 O 3.909 -3.980 1.540
19 O -4.687 -7.073 2.139
20 O 3.650 2.439 -2.397
21 O 1.302 3.596 -2.017
22 O 3.330 4.169 -0.541
23 O -1.700 -0.384 0.347
24 O 4.718 -5.821 3.184
25 O -2.909 1.180 -8.076
26 O -5.733 -4.732 1.746
27 O 2.592 0.926 3.805
28 O -2.651 3.519 -1.073
29 O 5.835 -3.625 3.239
30 O -3.245 -4.899 2.283
31 O -3.855 5.371 0.217
32 O -4.032 -5.789 -0.021
33 O 3.724 3.102 3.100
34 O -4.808 -0.534 -7.606
35 O -4.437 2.815 0.770
36 O -2.746 -1.326 -8.784
37 O 3.380 -3.696 4.172
38 O -0.078 1.561 2.148
39 O -0.526 -0.493 -1.848
40 O 3.397 4.903 -2.978
41 O 4.523 1.890 5.217
42 N -0.412 1.694 -0.547
43 C 6.070 -2.248 3.544
44 C -4.397 -8.690 3.759
45 C 2.577 3.862 3.397
46 C 6.482 -2.241 5.043
47 C 3.059 6.269 -2.769
48 C 5.557 3.397 -0.077
49 C 3.198 1.106 -2.061
50 C -3.531 -1.002 -4.338
51 C -3.519 2.448 1.808
52 C -5.331 -6.972 -1.633
53 C -2.749 -3.660 1.838
54 C 3.768 0.182 -3.180
55 C 3.198 -2.775 -0.415
56 C 3.041 5.195 4.021
57 C 5.051 -7.910 4.427
58 C -5.716 0.358 -7.002
59 C 3.096 -2.870 1.139
60 C 6.108 3.770 5.637
61 C 5.842 2.249 5.604
62 C -4.941 -5.612 -1.099
63 C 4.645 4.646 -0.238
64 C -4.377 2.322 3.079
65 C -5.706 2.848 -2.051
66 C -2.708 -0.008 -5.181
67 C -1.291 -1.559 -10.565
68 C -4.595 7.345 1.314
69 C -7.030 -0.301 -6.820
70 C -1.366 -1.564 -9.063
71 C -4.930 5.861 0.983
72 C 4.196 7.333 -2.687
73 C -4.622 -7.218 3.554
74 C 1.115 -0.938 4.142
75 C -1.524 -3.376 2.697
76 C 5.268 -6.357 4.369
77 C -4.867 2.734 -3.345
78 C 2.495 -0.345 4.392
79 H 5.839 1.848 6.617
80 H 3.666 0.825 -1.118
81 H 4.664 5.098 0.754
82 H -3.540 -2.927 2.001
83 H 3.478 0.568 -4.157
84 H -4.438 -5.016 -1.860
85 H -4.652 8.013 0.454
86 H -5.792 1.207 -7.682
87 H -1.078 -2.519 -8.624
88 H 4.848 0.058 -3.095
89 H 2.071 -2.905 1.509
90 H -3.667 -0.713 -3.296
91 H 1.074 -1.385 3.149
92 H 0.276 -0.254 4.274
93 H -5.568 -6.928 4.010
94 H -1.903 -0.740 -10.943
95 H -3.600 7.416 1.755
96 H -0.691 -0.844 -8.600
97 H -5.296 7.776 2.028
98 H -5.357 0.632 -6.010
99 H 2.990 5.204 5.110
100 H 3.219 -3.702 -0.988
101 H -3.830 2.488 -3.117
102 H -3.629 -9.050 3.075
103 H 4.757 7.219 -1.759
104 H -3.717 1.901 3.837
105 H 1.862 3.309 4.006
106 H -1.674 -3.198 3.762
107 H 2.394 6.500 -3.602
108 H 3.965 5.461 3.507
109 H 2.754 -0.212 5.442
110 H 0.979 -1.782 4.819
111 H -4.559 -1.087 -4.689
112 H 2.108 1.094 -2.062
113 H 6.587 3.693 0.119
114 H -5.833 5.796 0.376
115 H -1.741 0.113 -4.693
116 H -2.641 3.089 1.871
117 H -0.252 -1.389 -10.847
118 H -7.416 -0.846 -7.681
119 H -5.200 1.943 -4.018
120 H -5.004 5.370 1.953
121 H -3.856 -6.650 4.082
122 H 5.290 2.846 0.824
123 H 6.525 -1.267 5.531
124 H -5.315 -9.273 3.691
125 H 3.286 -1.015 4.053
126 H 3.804 8.350 -2.675
127 H -6.765 2.894 -2.304
128 H -3.192 0.958 -5.326
129 H -2.995 1.522 1.571
130 H 4.906 7.140 -3.490
131 H 5.479 4.288 6.361
132 H 4.107 -2.216 -0.637
133 H 6.535 1.540 5.151
134 H -5.218 1.643 2.942
135 H 4.855 -5.863 5.248
136 H 2.053 4.089 2.468
137 H 5.351 -8.216 5.430
138 H 5.597 -8.510 3.699
139 H 2.297 5.948 3.762
140 H 5.139 -1.693 3.432
141 H -5.525 1.930 -1.491
142 H -4.901 3.635 -3.958
143 H 5.602 2.756 -0.958
144 H 3.557 -1.989 1.586
145 H -4.389 -7.469 -1.861
146 H -6.004 -6.834 -2.479
147 H -1.703 -2.514 -10.891
148 H 2.320 -2.243 -0.780
149 H 5.115 5.302 -0.971
150 H 2.481 6.393 -1.854
151 H 6.356 -6.284 4.341
152 H 5.747 -2.851 5.567
153 H -6.966 -1.121 -6.104
154 H 7.359 -2.869 5.200
155 H -5.782 -7.641 -0.899
156 H -5.865 -5.086 -0.861
157 H -3.999 -8.888 4.754
158 H -0.783 -4.166 2.576
159 H -7.761 0.440 -6.498
160 H -1.061 -2.446 2.366
161 H 3.990 -8.128 4.304
162 H 6.933 -1.826 3.031
163 H -2.405 -3.610 0.805
164 H 7.163 3.986 5.809
165 H 6.004 4.193 4.638
166 H 3.318 -0.809 -3.233
167 H -4.617 3.343 3.377
168 H -3.113 -1.997 -4.183

For the HOMO-LUMO gap (alpha / beta), the calculation gives 0.3303 / 0.0599 Ha. The molecular weight comes out at 1366.9 g/mol. As for the net charge: +1. As for the spin multiplicity: 7. The calculation puts the HOMO energy (alpha / beta) at -11.05 / -11.05 eV.

***

# 5
Computed, not measured: a cluster of 2 separate species, C2H9NPS in total in a non-equilibrium geometry, with ωB97M-V with the def2-TZVPD basis set.

Geometry (Å):
1 S 3.829 -0.011 -0.482
2 P -3.363 0.792 0.223
3 N 0.650 -0.102 1.138
4 C 0.191 0.558 0.059
5 C -1.272 0.182 -0.332
6 H -1.418 -0.913 -0.096
7 H 4.419 0.269 -1.738
8 H -3.181 2.121 -0.454
9 H -3.980 0.234 -0.827
10 H 0.629 1.530 -0.367
11 H 1.646 -0.029 1.377
12 H -1.350 0.553 -1.389
13 H 0.014 -0.702 1.768
14 H 4.334 1.048 0.092

For the HOMO-LUMO gap, the calculation gives 0.2825 Ha. The molecular weight comes out at 110.1 g/mol. As for the net charge: +1. The calculation puts the energy relative to the best compared isomer or geometry (same formula, charge and spin) at 262.2 kJ/mol. The calculation puts the HOMO energy at -13.25 eV.

***

# 6
Computed, not measured: a cluster of 13 separate species, C52H100O26 in total in a non-equilibrium geometry, with ωB97M-V with the def2-TZVPD basis set.

Geometry (Å):
1 O -0.688 4.570 2.276
2 O -6.227 -0.406 1.018
3 O 3.003 4.600 3.048
4 O -4.335 -3.033 -1.964
5 O 6.176 -2.428 -1.186
6 O 4.808 -2.577 3.861
7 O -1.318 -7.990 1.389
8 O -5.510 5.424 -0.513
9 O -2.969 0.308 4.833
10 O 3.731 3.271 -3.158
11 O 4.241 5.475 -2.871
12 O 1.965 -3.439 -2.723
13 O -2.319 4.689 3.874
14 O 2.663 0.425 -0.160
15 O 0.445 -0.368 -0.411
16 O -2.308 -5.887 1.726
17 O -4.421 -1.670 1.615
18 O 8.363 -2.664 -1.076
19 O 4.023 3.141 4.455
20 O 4.562 -4.556 2.932
21 O -1.846 -1.710 5.213
22 O -4.154 -0.828 -2.346
23 O 3.049 -3.738 -4.640
24 O -0.714 0.613 -3.661
25 O 0.770 1.336 -5.238
26 O -5.230 7.742 -0.736
27 C -4.092 0.503 0.734
28 C -1.384 -4.638 -0.194
29 C 3.405 5.288 5.341
30 C -0.350 1.444 -4.471
31 C 4.201 -2.939 5.206
32 C -7.463 6.784 -1.064
33 C -5.709 0.843 -2.959
34 C 2.653 -2.659 5.272
35 C -4.226 5.124 -0.016
36 C -4.118 -1.546 5.797
37 C 2.204 4.809 -4.123
38 C -2.191 -2.170 -2.742
39 C -1.200 5.112 3.248
40 C 5.010 -3.474 2.884
41 C 4.896 2.736 -2.570
42 C 1.320 -5.229 -4.412
43 C -5.921 6.730 -0.788
44 C 2.865 3.648 1.977
45 C -1.139 -5.324 1.168
46 C -2.918 -0.830 5.220
47 C -5.002 -0.607 1.076
48 C 1.933 -5.319 -5.817
49 C 4.992 -2.507 -2.015
50 C 7.337 -2.715 -1.749
51 C -0.106 0.931 -0.602
52 C -0.346 -1.255 3.485
53 C 1.595 0.141 -5.242
54 C -2.214 -7.242 1.841
55 C -3.318 4.799 -1.159
56 C 2.489 -0.072 -3.999
57 C -5.525 -0.540 -2.352
58 C -5.182 -2.771 2.045
59 C -0.597 -1.172 5.041
60 C 2.173 -4.111 -3.785
61 C -0.113 1.859 0.620
62 C 2.146 -1.812 0.641
63 C 3.963 3.847 0.829
64 C -5.393 -3.841 0.960
65 C -3.267 -7.897 2.740
66 C 3.562 4.228 4.182
67 C -3.675 -2.081 -2.311
68 C -1.031 2.734 -4.641
69 C 5.887 2.259 -3.598
70 C 5.867 -2.888 1.775
71 C -3.191 3.640 3.313
72 C 3.311 -4.691 -5.658
73 C 5.668 -2.494 -3.399
74 C -4.467 3.480 4.115
75 C 7.054 -3.035 -3.199
76 C 3.465 4.568 -3.297
77 C 1.857 -0.472 -0.005
78 C -0.642 6.458 3.742
79 H 2.473 -2.316 -0.269
80 H -5.295 1.630 -2.330
81 H -4.725 2.439 3.918
82 H -0.996 7.172 2.998
83 H 2.210 0.132 -6.142
84 H 4.588 1.997 -1.830
85 H -3.810 6.126 0.095
86 H -5.299 0.894 -3.968
87 H 2.039 -6.350 -6.154
88 H -4.131 -2.605 5.540
89 H 4.484 -3.463 -1.888
90 H 2.368 -3.239 4.394
91 H 0.862 2.089 1.049
92 H 7.810 -2.627 -3.870
93 H -4.506 1.430 0.337
94 H -5.802 -0.493 -1.299
95 H 4.703 4.554 1.206
96 H 1.734 5.790 -4.196
97 H 3.546 4.189 -0.118
98 H -0.615 -0.164 5.455
99 H 1.242 -2.306 0.998
100 H 2.755 2.604 2.273
101 H 2.446 -1.605 5.084
102 H -0.187 -5.851 1.111
103 H 3.582 -4.307 -6.641
104 H 1.497 4.098 -3.694
105 H 1.247 -4.793 -6.481
106 H -4.451 -4.010 0.439
107 H 2.742 -1.132 -4.022
108 H -0.900 -4.456 1.783
109 H -2.101 -3.154 -3.201
110 H -7.702 6.143 -1.912
111 H 4.434 -3.992 5.360
112 H -1.675 -5.294 -1.014
113 H -3.318 0.205 0.027
114 H 5.414 1.446 -4.149
115 H 2.470 5.792 5.093
116 H -3.380 3.834 2.257
117 H -5.631 -4.728 1.547
118 H 5.315 -2.975 -4.312
119 H -6.145 -2.518 2.488
120 H -7.778 7.780 -1.376
121 H -0.545 2.805 0.294
122 H -4.082 -1.379 6.874
123 H 6.933 -3.080 1.891
124 H 5.835 -1.472 -3.739
125 H -1.941 -1.483 -3.551
126 H 5.519 -1.879 1.554
127 H 5.387 3.599 -2.122
128 H -2.666 2.705 3.509
129 H -1.074 6.711 4.710
130 H 6.855 2.023 -3.158
131 H -1.934 2.623 -5.241
132 H 5.464 -3.528 0.990
133 H -4.493 3.892 5.124
134 H -3.388 0.860 1.485
135 H -2.282 4.893 -0.834
136 H -2.193 -3.910 -0.255
137 H 6.151 2.999 -4.353
138 H -0.498 -4.132 -0.577
139 H -1.178 3.082 -3.619
140 H 0.163 -1.641 5.665
141 H -3.541 5.214 -2.142
142 H 4.526 2.953 0.563
143 H -1.459 -2.025 -1.948
144 H -3.360 3.727 -1.351
145 H 4.694 -2.345 5.976
146 H -0.962 -0.556 2.920
147 H -4.254 4.530 0.898
148 H 1.923 0.026 -3.072
149 H -6.791 0.953 -3.028
150 H -4.707 -3.245 2.904
151 H 2.112 -3.065 6.127
152 H 3.232 4.765 6.281
153 H -2.940 -7.741 3.768
154 H -5.084 -1.227 5.404
155 H -0.824 1.556 1.390
156 H 3.387 0.532 -3.870
157 H -1.107 0.710 -0.972
158 H 0.981 -0.753 -5.354
159 H -0.524 -2.258 3.098
160 H 0.307 1.479 -1.449
161 H 0.349 -4.735 -4.372
162 H 4.047 -5.402 -5.282
163 H 4.244 5.974 5.227
164 H 3.046 -1.755 1.252
165 H -6.079 -3.495 0.187
166 H 1.205 -6.170 -3.873
167 H 6.987 -4.119 -3.291
168 H 1.975 3.929 1.414
169 H -0.477 3.446 -5.254
170 H -3.462 -8.969 2.693
171 H 4.336 -1.686 -1.725
172 H -6.123 -1.219 -2.958
173 H 0.645 -0.838 3.302
174 H -5.269 4.044 3.640
175 H 2.425 4.497 -5.143
176 H -8.080 6.565 -0.193
177 H 0.448 6.463 3.740
178 H -4.204 -7.352 2.621

For the HOMO-LUMO gap (alpha / beta), the calculation gives 0.2957 / 0.0950 Ha. The molecular weight comes out at 1141.3 g/mol. As for the net charge: +1. As for the spin multiplicity: 2. The calculation puts the HOMO energy (alpha / beta) at -11.86 / -11.86 eV.

***

# 7
Computed, not measured: a structure of composition C17H40ClNO7PtSi2, with ωB97M-V with the def2-TZVPD basis set.

Geometry (Å):
1 Pt 0.591 1.284 -2.509
2 Cl 1.046 0.897 -5.770
3 Si 3.147 2.030 -0.683
4 Si -0.618 -0.742 0.280
5 O -1.272 0.312 1.378
6 O -1.681 -2.050 0.371
7 O 0.804 -1.214 1.012
8 O -0.385 -0.274 -1.187
9 O -1.120 5.266 -2.821
10 O 0.540 3.865 -2.805
11 O -1.484 3.149 -2.506
12 N -0.695 4.106 -2.693
13 C 1.169 -1.678 2.293
14 C 1.838 2.217 0.641
15 C -2.726 -2.326 -1.790
16 C -2.940 1.251 -0.147
17 C -2.488 1.046 1.299
18 C 0.786 -3.151 2.423
19 C -2.682 -4.136 -0.064
20 C -1.904 -2.985 -0.684
21 C 2.646 0.967 -2.078
22 C 4.701 1.389 0.207
23 C -0.578 -3.497 -1.255
24 C 0.510 -0.872 3.412
25 C 2.682 -1.517 2.373
26 C -2.219 2.393 1.953
27 C -3.546 0.272 2.083
28 C -0.142 0.670 -4.377
29 C 3.585 3.755 -1.276
30 H 0.929 -1.176 4.376
31 H 1.068 -3.543 3.406
32 H 0.032 -3.928 -0.455
33 H 3.207 1.214 -2.984
34 H -1.027 1.236 -4.662
35 H -3.263 0.303 -0.589
36 H -2.191 -1.446 -2.160
37 H -0.572 -1.027 3.423
38 H -0.375 -0.392 -4.374
39 H 0.686 0.197 3.260
40 H -3.613 -3.761 0.372
41 H -3.620 -0.742 1.681
42 H -3.698 -2.012 -1.397
43 H -2.891 -3.024 -2.618
44 H 2.761 -0.101 -1.860
45 H -0.294 -3.264 2.286
46 H -1.465 2.939 1.380
47 H -0.022 -2.669 -1.706
48 H 4.504 3.749 -1.875
49 H -4.521 0.764 2.009
50 H -3.261 0.208 3.138
51 H -3.132 2.993 1.996
52 H -2.127 1.644 -0.762
53 H 3.734 4.429 -0.423
54 H 2.770 4.154 -1.891
55 H 5.597 1.627 -0.380
56 H 3.154 -2.072 1.559
57 H -0.761 -4.265 -2.014
58 H 1.021 2.842 0.256
59 H 3.067 -1.883 3.330
60 H 2.947 -0.462 2.260
61 H -2.923 -4.893 -0.816
62 H -3.774 1.958 -0.183
63 H -1.841 2.241 2.969
64 H 4.668 0.301 0.339
65 H 1.293 -3.736 1.650
66 H 4.812 1.847 1.198
67 H 2.241 2.682 1.548
68 H 1.403 1.243 0.904
69 H -2.092 -4.601 0.731

For the HOMO-LUMO gap (alpha / beta), the calculation gives 0.1718 / 0.2346 Ha. The molecular weight comes out at 657.2 g/mol. As for the net charge: -2. As for the spin multiplicity: 3. The calculation puts the energy relative to the best compared isomer or geometry (same formula, charge and spin) at 0.0 kJ/mol. The calculation puts the HOMO energy (alpha / beta) at -0.19 / -1.90 eV.